(1)
Here is a single C4H6INO molecule at a distorted geometry from the Open Molecules 2025 dataset. Energies are from the ωB97M-V functional and the def2-TZVPD basis.

Each line ends with the Löwdin charge.
CARTESIAN COORDINATES (ANGSTROEM)
N  0.05873  2.32967  -0.18533  0.135
C  -0.47300  1.14757  -0.67314  -0.416
O  -1.36809  1.06407  -1.50259  0.039
C  0.38686  -0.36323  -0.14251  -0.770
I  2.46930  -0.20551  -0.07487  0.892
C  -0.24064  -1.70510  -0.39932  -0.188
C  -0.20905  -1.22303  1.00337  -0.186
H  0.84522  2.28667  0.51097  0.087
H  -0.32031  3.18683  -0.10637  0.048
H  0.47900  -2.37718  -0.72548  0.064
H  -1.18877  -1.66059  -0.91107  0.110
H  -1.12479  -0.97295  1.54325  0.103
H  0.68555  -1.50721  1.66311  0.084

molecular weight	211.002	g mol⁻¹
DFT total energy	-583.643337	a.u.
largest force on an atom	5.859	eV Å⁻¹
relative energy (zero: lowest compared OMol25 entry of this formula, charge and spin)	200.1	kJ/mol
gap between HOMO and LUMO	9.768	eV
SMILES string	NC(=O)C1(I)CC1
net charge	0
LUMO level	0.4	eV
multiplicity	1
HOMO	-9.3	eV


(2)
Here is a molecular structure, C4H6AgO2 at a distorted geometry from the Open Molecules 2025 dataset. Energies are from the ωB97M-V functional and the def2-TZVPD basis.

Each line ends with the Mulliken spin population.
CARTESIAN COORDINATES (ANGSTROEM)
O  -2.44176  1.17436  0.13035  0.000
C  -1.23469  0.63630  -0.35718  0.001
C  -0.86444  -0.54382  0.53918  0.000
C  0.37933  -1.19353  0.12318  0.003
C  1.39763  -1.72804  -0.26804  -0.004
H  -2.71740  1.90412  -0.43053  0.000
H  -0.42864  1.38955  -0.33316  -0.001
H  -1.34460  0.28929  -1.39774  0.000
H  -1.67085  -1.29232  0.51367  0.000
H  -0.77360  -0.20294  1.58150  0.000
H  2.26570  -2.31950  -0.51529  -0.001
O  4.39787  1.51940  -0.39308  1.072
Ag  3.03542  0.36712  0.80715  -0.070

molecular weight	193.958	g mol⁻¹
DFT total energy	-453.241107	a.u.
largest force on an atom	1.153	eV Å⁻¹
relative energy (zero: lowest compared OMol25 entry of this formula, charge and spin)	136.9	kJ/mol
gap between HOMO and LUMO (alpha / beta)	8.561 / 7.761	eV
⟨S²⟩	0.7664
net charge	0
LUMO level (alpha / beta)	-0.7 / -0.6	eV
multiplicity	2
HOMO (alpha / beta)	-9.3 / -8.4	eV


(3)
Here is 4 unconnected molecules or ions with the total composition C2H11NO4 at a distorted geometry from the Open Molecules 2025 dataset. Energies are from the ωB97M-V functional and the def2-TZVPD basis.

Each line ends with the Löwdin charge.
CARTESIAN COORDINATES (ANGSTROEM)
C  2.14846  1.22502  -0.55425  -0.105
N  1.34913  0.10047  -0.04667  -0.034
C  1.74202  -0.70946  0.99898  -0.349
O  1.05928  -1.38763  1.73074  0.007
H  1.69648  2.10824  -0.07724  0.086
H  3.23971  1.32255  -0.36679  0.083
H  2.13179  1.03982  -1.65242  0.093
H  0.33624  0.36469  -0.17138  0.110
H  2.84804  -0.66635  0.94825  0.131
O  -2.41256  -0.48011  -1.58725  -0.076
H  -2.01605  -0.72607  -0.72905  0.000
H  -3.29898  -0.15546  -1.38458  0.055
O  -1.54650  -0.96140  1.03798  -0.066
H  -0.77715  -1.52122  1.26094  0.028
H  -2.30428  -1.48872  1.31939  0.060
O  -1.04354  1.82038  -1.11235  -0.071
H  -1.49150  1.14544  -1.65229  0.009
H  -1.51872  2.65377  -1.10659  0.040

molecular weight	113.113	g mol⁻¹
DFT total energy	-438.513626	a.u.
largest force on an atom	2.501	eV Å⁻¹
relative energy (zero: lowest compared OMol25 entry of this formula, charge and spin)	115.2	kJ/mol
gap between HOMO and LUMO	10.440	eV
SMILES string	CNC=O.O.O.O
net charge	0
LUMO level	0.7	eV
multiplicity	1
HOMO	-9.7	eV


(4)
Here is a gas-phase ion, C5H8N (charge +1) at a distorted geometry from the Open Molecules 2025 dataset. Energies are from the ωB97M-V functional and the def2-TZVPD basis.

Each line ends with the Löwdin charge.
CARTESIAN COORDINATES (ANGSTROEM)
C  2.02702  0.93432  -0.70298  0.125
C  1.13805  -0.01239  -0.33544  -0.177
C  0.84074  -1.32823  0.23130  0.019
C  -0.26293  -0.31096  0.12073  -0.270
C  -1.03792  0.55043  0.98990  0.047
N  -1.65693  0.08814  -0.32594  0.172
H  1.80745  2.03364  -0.87882  0.101
H  3.02073  0.63999  -0.96840  0.068
H  0.75128  -2.27655  -0.43779  0.169
H  1.17207  -1.60815  1.15071  0.089
H  -1.76736  0.24882  1.70883  0.129
H  -0.74852  1.58423  0.92274  0.137
H  -2.57222  -0.58597  -0.30979  0.262
H  -1.72368  0.71175  -1.06276  0.129

molecular weight	82.126	g mol⁻¹
DFT total energy	-249.662371	a.u.
largest force on an atom	5.092	eV Å⁻¹
relative energy (zero: lowest compared OMol25 entry of this formula, charge and spin)	427.4	kJ/mol
gap between HOMO and LUMO	10.421	eV
SMILES string	C=C1C[C@@]12C[NH2+]2
net charge	+1
LUMO level	-3.8	eV
multiplicity	1
HOMO	-14.2	eV


(5)
Here is 2 unconnected molecules or ions with the total composition C4H8NO at a distorted geometry from the Open Molecules 2025 dataset. Energies are from the ωB97M-V functional and the def2-TZVPD basis.

Each line ends with the Mulliken spin population.
CARTESIAN COORDINATES (ANGSTROEM)
C  1.00347  0.01710  -0.28107  0.028
C  1.92063  0.74174  -0.77815  0.191
C  -0.23266  -0.65313  -0.19976  0.731
C  -2.20908  0.72704  -0.14686  0.939
N  0.65346  -0.20259  1.09751  0.009
O  -0.62273  -1.91517  -0.32434  -0.005
H  2.67560  1.07042  -0.09476  0.009
H  1.92597  0.89473  -1.92141  0.009
H  -1.43789  1.45909  -0.29694  0.046
H  -2.46191  0.27160  0.89324  0.005
H  -2.90563  0.49223  -1.02910  0.003
H  1.08650  -0.91743  1.60772  -0.001
H  0.58541  0.56938  1.78140  0.003
H  0.01885  -2.55501  -0.30749  0.034

molecular weight	86.114	g mol⁻¹
DFT total energy	-286.658442	a.u.
largest force on an atom	5.611	eV Å⁻¹
relative energy (zero: lowest compared OMol25 entry of this formula, charge and spin)	322.6	kJ/mol
gap between HOMO and LUMO (alpha / beta)	7.789 / 9.436	eV
⟨S²⟩	2.0177
net charge	+1
LUMO level (alpha / beta)	-3.8 / -6.9	eV
multiplicity	3
HOMO (alpha / beta)	-11.6 / -16.3	eV